1.
{"formula": "ClFN3", "method": "wB97M-V/def2-TZVPD", "homo_energy_ev": -17.675, "smiles": "N#[N+]N(F)Cl", "e_lumo_ha": -0.2982, "de_lowest_kcal_mol": 33.4, "charge": 1, "elements": ["N", "N", "N", "F", "Cl"], "positions_angstrom": [[0.3888, 0.8103, -1.7570], [0.1209, 0.2894, -0.8273], [0.2200, -0.1744, 0.3857], [0.0821, -1.4871, 0.4893], [-0.8117, 0.5618, 1.7092]], "forces_ev_per_angstrom": [[-0.23, 0.23, -0.75], [-0.21, -0.01, -0.27], [-0.46, 0.96, 3.89], [-0.12, -0.75, -0.90], [1.01, -0.43, -1.98]], "nbo_charge": [0.405, 0.193, 0.153, -0.081, 0.331]}



2.
{"formula": "ClFe", "method": "wB97M-V/def2-TZVPD", "homo_energy_ev": [-35.464, -33.320], "e_lumo_ha": [-0.7607, -0.9483], "de_lowest_kcal_mol": 4.5, "multiplicity": 7, "charge": 3, "elements": ["Fe", "Cl"], "positions_angstrom": [[-0.6008, -0.9407, -0.4148], [0.6008, 0.9407, 0.4148]], "forces_ev_per_angstrom": [[-1.34, -2.09, -0.92], [1.34, 2.09, 0.92]], "nbo_charge": [2.006, 0.994]}



3.
{"formula": "ClH10NaO5", "method": "wB97M-V/def2-TZVPD", "homo_energy_ev": -7.424, "e_lumo_ha": -0.0382, "de_lowest_kcal_mol": 10.5, "charge": 0, "elements": ["Na", "Cl", "O", "H", "H", "O", "H", "H", "O", "H", "H", "O", "H", "H", "O", "H", "H"], "positions_angstrom": [[-0.2540, -0.2276, -0.2981], [1.0373, -0.6070, -2.9080], [2.2186, -0.3065, 0.5420], [2.5489, -0.2229, 1.4365], [1.8030, -1.1684, 0.5191], [-2.1013, -1.8849, -1.3534], [-2.3961, -2.5818, -0.7672], [-2.9002, -1.4099, -1.5823], [-1.5870, 1.8151, 0.0861], [-1.6211, 2.1109, 0.9958], [-2.1090, 2.4574, -0.3948], [-0.6664, -0.7404, 1.9774], [-0.5021, -1.6162, 2.3272], [-0.5805, -0.1600, 2.7337], [2.5907, 1.8119, -0.9817], [2.0901, 1.7505, -1.7952], [2.4290, 0.9799, -0.5369]], "forces_ev_per_angstrom": [[-0.01, 0.22, -1.10], [-0.36, 0.17, 0.89], [-0.45, -0.37, 0.44], [0.20, 0.18, 0.27], [0.32, -0.49, -0.29], [0.40, 0.22, 0.35], [-0.12, -0.29, 0.09], [-0.21, 0.17, -0.21], [0.12, -0.40, 0.11], [0.01, 0.12, 0.22], [-0.03, 0.12, -0.32], [0.00, -0.02, -0.25], [-0.04, -0.32, 0.11], [0.03, 0.23, 0.18], [0.10, 0.96, 0.20], [-0.07, -0.29, -0.43], [0.12, -0.21, -0.28]], "nbo_charge": [0.918, -0.952, -0.934, 0.483, 0.476, -0.935, 0.467, 0.477, -0.959, 0.476, 0.493, -0.965, 0.487, 0.489, -0.985, 0.487, 0.477]}



4.
{"formula": "ClH12LiO6", "method": "wB97M-V/def2-TZVPD", "homo_energy_ev": -10.594, "e_lumo_ha": -0.0712, "de_lowest_kcal_mol": 29.5, "charge": 0, "elements": ["Li", "Cl", "O", "H", "H", "O", "H", "H", "O", "H", "H", "O", "H", "H", "O", "H", "H", "O", "H", "H"], "positions_angstrom": [[0.4917, -0.6171, -3.0121], [0.6091, 0.0260, -0.7211], [-3.0570, -1.2905, -0.8368], [-2.9568, -2.1047, -0.3306], [-2.2495, -1.2002, -1.3527], [2.5461, 0.0338, 2.0635], [2.4049, -0.8630, 2.3892], [1.8836, 0.1340, 1.3646], [-0.9716, 2.6011, -1.8624], [-1.8744, 2.4504, -1.5560], [-0.4725, 1.8179, -1.5647], [-2.0633, 0.3967, 2.0837], [-1.5129, 0.6481, 1.3312], [-1.7574, -0.4950, 2.3124], [3.5248, 1.2762, -1.7211], [2.6008, 1.0662, -1.5153], [3.7060, 2.0877, -1.2335], [-0.2373, -1.8991, 1.7674], [-0.1202, -1.3149, 0.9913], [-0.4939, -2.7536, 1.4030]], "forces_ev_per_angstrom": [[0.19, 0.40, 0.90], [-0.25, -0.42, -1.15], [-0.03, -0.10, -0.20], [0.02, 0.15, -0.01], [0.02, -0.01, 0.25], [-0.12, -0.10, -0.10], [-0.05, 0.12, -0.01], [0.23, 0.00, 0.16], [0.03, -0.42, -0.17], [0.15, 0.04, 0.02], [-0.24, 0.42, 0.19], [0.06, -0.12, -0.01], [-0.12, -0.03, 0.14], [0.04, 0.26, -0.08], [-0.24, 0.03, -0.19], [0.28, 0.07, 0.26], [-0.02, -0.11, -0.03], [-0.06, 0.11, -0.34], [0.04, -0.37, 0.31], [0.08, 0.08, 0.06]], "nbo_charge": [0.964, -0.919, -0.924, 0.470, 0.454, -0.946, 0.470, 0.472, -0.965, 0.472, 0.476, -0.951, 0.463, 0.484, -0.960, 0.475, 0.476, -0.965, 0.488, 0.467]}



5.
{"formula": "ClH12O6", "method": "wB97M-V/def2-TZVPD", "homo_energy_ev": [-11.846, -11.825], "e_lumo_ha": [-0.0003, -0.2397], "de_lowest_kcal_mol": 3.8, "multiplicity": 2, "charge": 0, "elements": ["Cl", "O", "H", "H", "O", "H", "H", "O", "H", "H", "O", "H", "H", "O", "H", "H", "O", "H", "H"], "positions_angstrom": [[-0.1664, -0.1277, 0.0055], [-1.1386, -1.9585, -2.4845], [-0.7613, -1.3844, -1.8179], [-0.8628, -1.5738, -3.3165], [1.1078, 2.5631, 1.9102], [0.9299, 1.6506, 1.6820], [2.0538, 2.6581, 1.7994], [-0.8765, 2.8797, -0.5335], [-0.8359, 1.9436, -0.7294], [-0.6015, 2.9457, 0.3809], [1.1863, 0.4595, -2.7779], [0.9219, 0.2421, -1.8840], [1.5026, -0.3672, -3.1423], [0.5514, -0.3300, 3.0309], [0.1719, -0.2500, 2.1558], [1.4086, -0.7303, 2.8852], [-1.7067, -2.9345, 1.2884], [-1.1114, -2.2225, 1.0540], [-1.7731, -3.4634, 0.4934]], "forces_ev_per_angstrom": [[-0.14, 0.04, 0.13], [-0.06, -0.35, 0.11], [-0.08, 0.09, -0.03], [0.00, 0.14, -0.28], [-0.32, 0.27, -0.13], [0.09, -0.24, 0.27], [0.24, 0.14, -0.05], [-0.28, 0.07, -0.13], [-0.03, -0.19, -0.44], [0.35, 0.30, 0.49], [-0.07, 0.15, -0.21], [0.15, 0.09, 0.06], [0.20, -0.20, -0.19], [-0.01, 0.09, 0.17], [-0.23, -0.10, 0.12], [0.30, -0.18, 0.12], [-0.03, -0.03, 0.24], [0.02, 0.09, 0.04], [-0.09, -0.19, -0.27]], "nbo_charge": [-0.020, -0.932, 0.453, 0.475, -0.938, 0.460, 0.476, -0.884, 0.439, 0.486, -0.929, 0.451, 0.467, -0.917, 0.444, 0.467, -0.922, 0.450, 0.473]}



6.
{"formula": "ClH16O8", "method": "wB97M-V/def2-TZVPD", "homo_energy_ev": -4.602, "e_lumo_ha": 0.0938, "de_lowest_kcal_mol": 54.5, "charge": -1, "elements": ["Cl", "O", "H", "H", "O", "H", "H", "O", "H", "H", "O", "H", "H", "O", "H", "H", "O", "H", "H", "O", "H", "H", "O", "H", "H"], "positions_angstrom": [[-7.6051, -24.8206, -14.2607], [-3.6071, -24.4318, -17.2657], [-4.3407, -24.6750, -16.7009], [-2.9848, -25.1534, -17.1748], [-9.8737, -22.0447, -18.7518], [-10.7972, -22.2765, -18.8493], [-9.5451, -22.6446, -18.0822], [-10.3854, -20.4389, -12.4438], [-9.8325, -21.1272, -12.8135], [-10.0133, -19.6245, -12.7822], [-12.1601, -27.0805, -11.6792], [-11.5096, -26.5095, -12.0880], [-11.6439, -27.7540, -11.2364], [-4.6403, -23.6166, -10.0735], [-5.1528, -23.6628, -10.8806], [-3.8089, -23.2236, -10.3394], [-3.3230, -28.4270, -12.6651], [-4.0168, -27.7760, -12.7699], [-2.7713, -28.3165, -13.4396], [-8.9388, -28.3250, -18.9537], [-9.7202, -28.4964, -18.4280], [-8.3549, -27.8452, -18.3663], [-8.6546, -30.4932, -13.1670], [-8.2732, -29.6467, -13.3998], [-8.2523, -31.1132, -13.7752]], "forces_ev_per_angstrom": [[0.09, -0.06, -0.03], [0.21, 0.15, -0.22], [-0.42, 0.02, 0.26], [0.13, -0.14, 0.01], [0.03, 0.22, -0.23], [-0.20, -0.05, -0.01], [0.20, -0.18, 0.28], [-0.25, 0.13, 0.18], [0.18, -0.35, -0.11], [0.09, 0.16, -0.08], [-0.34, -0.03, 0.07], [0.23, 0.21, -0.17], [0.15, -0.16, 0.07], [0.07, -0.01, 0.33], [-0.30, -0.09, -0.31], [0.17, 0.07, -0.07], [0.14, -0.23, 0.15], [-0.30, 0.23, 0.01], [0.11, 0.03, -0.17], [0.02, -0.17, -0.30], [-0.18, -0.01, 0.15], [0.17, 0.21, 0.19], [-0.18, -0.17, 0.17], [0.08, 0.36, -0.03], [0.09, -0.14, -0.13]], "nbo_charge": [-0.999, -0.945, 0.487, 0.457, -0.943, 0.462, 0.481, -0.944, 0.483, 0.461, -0.947, 0.481, 0.466, -0.945, 0.485, 0.460, -0.943, 0.481, 0.462, -0.945, 0.468, 0.478, -0.942, 0.480, 0.463]}



7.
{"formula": "ClH20O10", "method": "wB97M-V/def2-TZVPD", "homo_energy_ev": [-11.696, -11.597], "e_lumo_ha": [-0.0168, -0.2655], "de_lowest_kcal_mol": 13.7, "multiplicity": 2, "charge": 0, "elements": ["Cl", "O", "H", "H", "O", "H", "H", "O", "H", "H", "O", "H", "H", "O", "H", "H", "O", "H", "H", "O", "H", "H", "O", "H", "H", "O", "H", "H", "O", "H", "H"], "positions_angstrom": [[-0.0697, 0.2279, 0.0881], [-0.3514, -1.0043, 3.3602], [0.0026, -0.2507, 3.8325], [-0.4309, -0.7043, 2.4547], [-2.8930, -1.5306, -0.0449], [-2.0599, -1.0711, 0.0596], [-2.6462, -2.4414, -0.2053], [-0.4667, 3.4814, -0.2692], [-0.2096, 3.6847, -1.1685], [0.0359, 2.6976, -0.0472], [2.8459, -0.4732, -0.6768], [3.0178, -1.1227, 0.0050], [1.8957, -0.3586, -0.6650], [1.0156, -3.1926, 1.2716], [0.6151, -2.4355, 0.8443], [0.2753, -3.6981, 1.6073], [0.5235, -0.0688, -3.4246], [1.2162, 0.4175, -3.8717], [0.1175, 0.5729, -2.8418], [-2.1142, 1.6672, 1.9861], [-1.6684, 1.6243, 2.8321], [-1.5147, 1.2364, 1.3768], [0.5812, -2.6532, -2.1887], [0.5897, -1.7019, -2.0836], [-0.0372, -2.8103, -2.9023], [2.4389, 1.4354, 2.1820], [1.7869, 1.6196, 2.8580], [1.9521, 0.9759, 1.4978], [-1.8477, 1.9861, -2.0918], [-1.0778, 2.4781, -2.3771], [-1.5225, 1.4125, -1.3980]], "forces_ev_per_angstrom": [[0.23, -0.39, -0.20], [-0.08, -0.10, 0.07], [0.15, 0.09, 0.27], [-0.09, -0.03, -0.17], [-0.21, 0.15, -0.04], [0.10, 0.09, 0.17], [0.04, -0.35, -0.10], [0.09, 0.27, 0.34], [0.14, 0.34, -0.06], [0.24, 0.02, 0.16], [0.09, 0.47, -0.05], [0.20, -0.42, 0.27], [-0.12, -0.17, -0.28], [0.33, 0.06, -0.02], [-0.11, 0.03, -0.19], [-0.15, -0.15, 0.18], [-0.06, -0.15, 0.22], [0.32, 0.01, -0.18], [-0.39, 0.27, -0.05], [-0.13, 0.14, -0.02], [-0.05, -0.02, 0.36], [-0.14, 0.08, -0.04], [-0.04, -0.42, 0.70], [0.19, 0.31, -0.50], [-0.13, 0.04, -0.27], [0.04, 0.11, -0.04], [-0.08, 0.15, 0.31], [0.15, -0.25, -0.25], [-0.25, -0.48, -0.75], [-0.06, 0.16, -0.12], [-0.20, 0.13, 0.29]], "nbo_charge": [-0.154, -0.915, 0.461, 0.452, -0.894, 0.441, 0.474, -0.898, 0.454, 0.448, -0.866, 0.485, 0.452, -0.925, 0.451, 0.474, -0.944, 0.484, 0.463, -0.895, 0.462, 0.445, -0.921, 0.471, 0.475, -0.900, 0.463, 0.451, -0.893, 0.445, 0.454]}



8.
{"formula": "ClH22O15", "method": "wB97M-V/def2-TZVPD", "homo_energy_ev": -7.238, "e_lumo_ha": 0.0891, "de_lowest_kcal_mol": 13.1, "charge": -1, "elements": ["Cl", "O", "O", "O", "O", "O", "H", "H", "O", "H", "H", "O", "H", "H", "O", "H", "H", "O", "H", "H", "O", "H", "H", "O", "H", "H", "O", "H", "H", "O", "H", "H", "O", "H", "H", "O", "H", "H"], "positions_angstrom": [[-0.6035, 1.2837, -0.0655], [-1.0495, 0.8327, 1.3095], [-1.7145, 1.1247, -1.0305], [-0.2385, 2.7467, 0.0725], [0.6485, 0.5137, -0.4445], [-3.6165, 0.2187, -3.7465], [-3.3315, 1.1207, -3.9285], [-3.7265, 0.0967, -2.8075], [3.4135, 1.5757, -0.7095], [2.7135, 2.0877, -0.2775], [3.9575, 1.3337, 0.0165], [0.5575, -1.9933, -1.4465], [1.2115, -1.2803, -1.4775], [1.0775, -2.7773, -1.2445], [-0.5385, 0.0077, -3.1685], [-1.0645, 0.2577, -2.3905], [-0.4045, -0.9553, -3.1645], [-0.4075, -2.0613, 1.5405], [0.5075, -2.3343, 1.5315], [-0.4315, -1.4283, 0.7835], [-3.3245, -0.0323, 2.9525], [-3.5605, -0.8923, 2.5925], [-2.6805, 0.2927, 2.3135], [2.6865, -0.8193, 1.5435], [2.5275, -1.2263, 0.6795], [2.7625, -1.5493, 2.1815], [3.1435, -0.9343, -1.6705], [3.1765, 0.0057, -1.4165], [3.4635, -0.8983, -2.5715], [2.1145, 1.9627, 1.8785], [1.2335, 2.3347, 1.8545], [2.0355, 1.0367, 1.5585], [0.5185, 0.7647, 3.9385], [1.4575, 0.9747, 4.0105], [0.2465, 0.5627, 3.0595], [-4.5235, -0.8153, -0.9995], [-3.6145, -1.0973, -0.7755], [-4.6215, -0.0383, -0.4815]], "forces_ev_per_angstrom": [[1.63, 1.70, 1.83], [0.61, 0.30, -2.59], [1.36, -0.05, 1.38], [-0.78, -2.97, -0.68], [-3.07, 1.60, 0.72], [-0.25, 0.00, -1.04], [0.12, -0.24, 0.42], [-0.09, 0.16, 0.59], [-0.48, 0.54, -0.96], [-0.22, -0.13, -0.07], [0.87, -0.32, 1.10], [-0.15, -0.56, 0.15], [0.01, 0.07, -0.20], [-0.05, -0.02, -0.13], [0.26, -0.30, -0.64], [0.27, -0.43, -0.42], [-0.24, 0.62, 0.39], [-0.32, 0.56, -0.76], [0.27, -0.12, 0.09], [-0.01, -0.60, 0.75], [-0.32, -0.12, -0.14], [0.00, -0.09, 0.13], [0.31, 0.21, 0.00], [0.12, -0.56, 0.13], [0.07, 0.10, 0.03], [-0.08, 0.47, -0.34], [0.18, -0.09, 0.06], [-0.18, 0.41, 0.36], [-0.03, -0.29, -0.33], [0.75, -0.54, -0.27], [-0.42, 0.10, -0.14], [-0.11, 0.62, 0.37], [0.06, 0.14, 2.17], [-0.38, -0.06, -0.82], [0.11, -0.19, -1.20], [1.00, -1.18, -0.51], [-0.55, 0.05, -0.22], [-0.27, 1.21, 0.78]], "nbo_charge": [2.402, -0.876, -0.826, -0.825, -0.836, -0.960, 0.468, 0.485, -0.961, 0.515, 0.476, -0.979, 0.512, 0.457, -0.986, 0.482, 0.477, -0.947, 0.450, 0.493, -0.955, 0.458, 0.491, -0.961, 0.492, 0.478, -1.001, 0.509, 0.473, -0.999, 0.490, 0.499, -0.971, 0.476, 0.492, -0.947, 0.481, 0.473]}



Repeat the sixth record exactly.
{"formula": "ClH16O8", "method": "wB97M-V/def2-TZVPD", "homo_energy_ev": -4.602, "e_lumo_ha": 0.0938, "de_lowest_kcal_mol": 54.5, "charge": -1, "elements": ["Cl", "O", "H", "H", "O", "H", "H", "O", "H", "H", "O", "H", "H", "O", "H", "H", "O", "H", "H", "O", "H", "H", "O", "H", "H"], "positions_angstrom": [[-7.6051, -24.8206, -14.2607], [-3.6071, -24.4318, -17.2657], [-4.3407, -24.6750, -16.7009], [-2.9848, -25.1534, -17.1748], [-9.8737, -22.0447, -18.7518], [-10.7972, -22.2765, -18.8493], [-9.5451, -22.6446, -18.0822], [-10.3854, -20.4389, -12.4438], [-9.8325, -21.1272, -12.8135], [-10.0133, -19.6245, -12.7822], [-12.1601, -27.0805, -11.6792], [-11.5096, -26.5095, -12.0880], [-11.6439, -27.7540, -11.2364], [-4.6403, -23.6166, -10.0735], [-5.1528, -23.6628, -10.8806], [-3.8089, -23.2236, -10.3394], [-3.3230, -28.4270, -12.6651], [-4.0168, -27.7760, -12.7699], [-2.7713, -28.3165, -13.4396], [-8.9388, -28.3250, -18.9537], [-9.7202, -28.4964, -18.4280], [-8.3549, -27.8452, -18.3663], [-8.6546, -30.4932, -13.1670], [-8.2732, -29.6467, -13.3998], [-8.2523, -31.1132, -13.7752]], "forces_ev_per_angstrom": [[0.09, -0.06, -0.03], [0.21, 0.15, -0.22], [-0.42, 0.02, 0.26], [0.13, -0.14, 0.01], [0.03, 0.22, -0.23], [-0.20, -0.05, -0.01], [0.20, -0.18, 0.28], [-0.25, 0.13, 0.18], [0.18, -0.35, -0.11], [0.09, 0.16, -0.08], [-0.34, -0.03, 0.07], [0.23, 0.21, -0.17], [0.15, -0.16, 0.07], [0.07, -0.01, 0.33], [-0.30, -0.09, -0.31], [0.17, 0.07, -0.07], [0.14, -0.23, 0.15], [-0.30, 0.23, 0.01], [0.11, 0.03, -0.17], [0.02, -0.17, -0.30], [-0.18, -0.01, 0.15], [0.17, 0.21, 0.19], [-0.18, -0.17, 0.17], [0.08, 0.36, -0.03], [0.09, -0.14, -0.13]], "nbo_charge": [-0.999, -0.945, 0.487, 0.457, -0.943, 0.462, 0.481, -0.944, 0.483, 0.461, -0.947, 0.481, 0.466, -0.945, 0.485, 0.460, -0.943, 0.481, 0.462, -0.945, 0.468, 0.478, -0.942, 0.480, 0.463]}